C4H23N2O7 | ωB97M-V/def2-TZVPD

The geometry in XYZ format:
```
36
Properties=species:S:1:pos:R:3:forces:R:3
H 0.469915 1.761245 1.849668 -0.9 0.0 0.2
H 0.128597 -0.545927 2.000375 0.0 0.6 0.2
H 1.945429 0.739583 -3.601869 0.4 0.1 -0.2
H 1.140747 2.428846 -0.514632 0.3 0.3 0.0
H 2.190901 -1.240208 3.251346 -0.2 -0.3 -1.0
H 3.175044 0.157872 1.157031 -0.1 0.1 -0.2
C -2.387295 -0.480359 -0.160427 0.0 -0.5 0.2
N -0.672203 -0.010469 1.646992 0.3 -0.5 -0.6
O -2.081610 0.641403 3.852994 0.6 -0.3 0.1
H -3.278818 -0.777024 0.400384 0.1 -0.7 0.0
H 1.093949 1.053963 -2.381221 0.1 -0.3 0.1
H 2.477869 -1.700741 -0.623598 0.2 0.0 0.4
O 1.437998 3.304807 -0.951167 -0.3 -0.5 -0.1
H -1.037979 1.882023 0.811210 0.2 0.1 0.0
H -1.024813 0.553887 -2.102593 -0.1 0.0 0.2
C -0.164062 1.271394 1.077990 1.5 -1.3 0.4
H -1.399410 0.340154 3.170987 -1.0 0.0 0.2
H 1.976380 -1.625269 1.698140 0.5 0.7 0.3
H -2.314105 1.503352 3.512630 -0.2 0.3 0.0
H -1.116354 -1.917747 0.950938 -0.4 -0.1 -0.1
H 0.969297 3.236499 -1.789506 0.0 0.4 -0.1
H -2.478015 -1.961518 -1.866495 -0.1 -0.8 0.3
O 1.875115 -1.913905 2.622667 -0.4 -0.6 1.0
C -1.088805 -0.915802 0.521813 -0.1 0.7 0.9
O 0.691856 1.022964 0.019221 -0.4 0.9 -1.3
H -0.504361 -0.942601 -2.453999 0.1 0.0 0.1
O 2.627233 -0.367638 0.569069 -0.2 0.1 -0.8
H -3.328025 -0.419362 -2.026728 -0.2 -0.5 -0.2
N -1.319840 -0.355380 -2.421610 -0.6 -0.5 -0.4
O 1.134964 0.486625 -3.168594 0.0 0.1 0.2
C -2.429083 -0.917954 -1.640602 0.1 2.5 0.0
H 2.030358 -1.870227 -2.035364 -0.1 -0.3 0.1
H -2.551839 0.608201 -0.111284 0.7 -0.1 -0.3
H -0.252588 -0.893304 -0.168826 -0.2 -0.2 -0.4
O 2.239052 -2.400408 -1.251122 -0.1 0.2 -0.6
H 1.824513 0.263025 0.156174 0.2 -0.1 1.4
```
Positions in Å, forces in eV/Å.

**Calculated total energy**: -802.44159 Eh
**Total charge**: -1
**Lowest unoccupied orbital energy**: 3.1 eV
**M**: 211.23 g mol⁻¹
**Energy relative to the best compared isomer or geometry (same formula, charge and spin)**: 8.3 kcal per mole
**HOMO energy**: -5.58 eV
**F_max**: 0.048 hartree/bohr

Löwdin population analysis, charges in e, atoms 1 to 6: atom 1 (H): 0.12, atom 2 (H): 0.08, atom 3 (H): 0.04, atom 4 (H): -0.02, atom 5 (H): 0.04, atom 6 (H): 0.04

***

C4H23N2O7 | ωB97M-V/def2-TZVPD

The geometry in XYZ format:
```
36
Properties=species:S:1:pos:R:3:forces:R:3
C 0.996125 0.801941 -1.606989 -1.0 0.0 -0.5
H -2.166857 1.539136 -0.623786 -0.1 0.0 0.0
H 1.327992 0.304140 -2.517903 0.2 0.1 0.4
C -1.965820 1.031042 0.315605 1.1 -0.6 -0.7
H 2.091279 -1.852667 -1.640825 -0.5 0.1 -0.3
H -2.196257 1.644208 1.171882 -0.3 -0.1 0.2
H 0.021616 1.593857 0.437999 0.1 0.1 0.1
H 2.012758 -2.849735 -0.361599 -0.3 0.1 0.4
N 1.494105 -2.154669 -0.883714 1.0 0.1 -0.7
H 1.790350 1.168026 -0.964875 0.3 -0.2 0.0
C 0.909202 -1.187760 -0.136501 -1.6 -0.4 1.1
H 0.707585 -1.267870 -4.821419 0.4 -0.2 0.0
H 0.421510 4.348757 -0.367301 -0.2 0.2 0.1
H 0.444504 1.660048 -1.955032 -0.2 0.4 -0.2
H 0.406936 -2.899432 3.656686 0.1 0.1 -0.1
C 0.042265 -0.079101 -0.798829 1.2 0.5 1.1
O 0.409658 -2.036411 4.080808 -0.2 0.1 0.1
N -0.501654 0.718867 0.359607 0.5 0.6 -0.1
H -0.876189 4.218211 0.501470 0.1 0.3 -0.1
H -0.875863 -0.433289 -1.238469 0.4 -0.5 -0.9
H 2.518857 1.199934 1.837444 -0.1 -0.1 0.0
H 0.644534 -1.398699 3.399238 0.1 -0.2 -0.1
H -0.236021 0.151510 1.177431 -0.2 0.2 0.3
H 1.717189 -1.520499 -3.642667 -0.1 -0.2 -0.6
O 0.864147 -1.143266 -3.878827 -0.1 -0.1 0.0
H 1.764745 2.128890 2.760909 -0.2 0.0 -0.1
O -0.136475 3.737271 0.120313 0.0 -0.6 0.0
O -1.609538 -0.018951 -3.257986 0.2 -0.3 -0.4
H -2.897003 -0.560769 3.567218 -0.2 0.4 -0.2
O -2.784633 -0.660262 2.610343 0.4 -0.6 0.6
O 1.624150 1.500604 2.041005 0.4 0.1 0.1
H -0.987302 -0.766084 -3.259800 -0.1 0.2 0.1
H -2.398301 0.044010 0.336950 -0.9 0.2 0.2
H -2.336065 -1.519793 2.616090 -0.1 0.1 -0.3
O 0.883166 -1.257217 1.082724 0.2 -0.2 0.0
H -1.618077 0.206887 -4.197230 -0.3 0.2 0.2
```
Positions in Å, forces in eV/Å.

**Calculated total energy**: -802.18753 Eh
**Total charge**: +1
**Lowest unoccupied orbital energy**: -2.6 eV
**M**: 211.23 g mol⁻¹
**Energy relative to the best compared isomer or geometry (same formula, charge and spin)**: 52.9 kcal per mole
**HOMO energy**: -13.67 eV
**F_max**: 0.038 hartree/bohr

Löwdin population analysis, charges in e, atoms 1 to 6: atom 1 (C): -0.01, atom 2 (H): 0.10, atom 3 (H): 0.06, atom 4 (C): 0.02, atom 5 (H): 0.10, atom 6 (H): 0.10

***

C4H23NO6 | ωB97M-V/def2-TZVPD

The geometry in XYZ format:
```
34
Properties=species:S:1:pos:R:3:forces:R:3
H -2.702942 1.328818 0.826500 -0.6 -0.3 0.3
H -2.046844 0.647589 2.061795 -0.6 -0.4 0.4
H 1.751538 -0.056221 0.488086 -1.2 0.6 -1.0
O -0.834574 -1.697823 2.530378 -2.3 -1.1 -0.2
H 1.184747 0.186148 -2.195378 -0.4 -1.2 0.7
H -3.104254 -0.916261 -0.831506 -0.3 -0.2 -1.2
H -1.508863 0.381242 -1.086897 -1.4 -0.8 1.1
H 3.327077 0.513764 -1.589904 0.5 -0.6 -0.2
H 0.346353 -1.217819 -0.994062 0.5 2.2 -1.3
H -0.450879 2.770403 -0.301627 0.1 1.4 0.1
H 1.189300 -4.002940 1.731765 1.3 -1.3 0.5
N -0.855853 0.390347 -1.829564 3.6 0.9 1.8
H -0.837504 -1.006195 1.867754 0.1 0.3 -0.3
O -3.063675 -0.862231 0.107555 0.0 1.4 0.6
O -1.916710 1.280832 1.366973 1.2 1.0 -0.6
H -1.720036 -2.168730 2.346577 1.9 1.0 0.6
C 0.488059 -0.085567 -1.365967 -2.0 -1.4 -1.0
H 0.237863 1.006545 0.728374 1.3 -0.9 -2.0
O -1.696441 -3.130753 -0.226835 -1.5 0.0 4.0
H 1.705129 2.309058 -1.511234 -1.5 1.0 -2.9
H 3.938492 0.978325 0.092860 -0.9 -0.5 -0.4
H -0.884543 1.329911 -2.241207 0.1 -0.4 -0.8
C 1.933701 1.849953 -0.640830 2.1 -1.4 5.4
H -1.304341 -3.071167 -1.029926 1.8 -0.1 -4.0
C 1.040145 0.649030 -0.066801 0.1 1.9 1.5
C 3.396682 1.267438 -0.829400 -0.9 1.7 1.1
H -3.365987 -1.719637 0.366643 -0.2 -1.0 0.3
H 4.006622 2.098532 -1.153762 0.2 0.1 -0.7
H 0.200186 -2.948096 1.868094 -0.4 0.9 0.8
H 1.865840 2.719374 0.141368 0.6 -1.8 -1.2
O -0.287511 3.726057 -0.503050 0.9 -0.7 1.7
O 0.606528 -3.497302 1.207679 -0.2 0.4 -1.2
H 0.317309 4.004421 0.263163 -1.5 -0.4 -1.7
H -0.954623 -3.057054 0.402398 -0.3 -0.7 -0.4
```
Positions in Å, forces in eV/Å.

**Calculated total energy**: -671.98779 Eh
**Total charge**: +1
**Lowest unoccupied orbital energy (alpha / beta)**: -3.1 / -8.6 eV
**Spin multiplicity**: 2
**M**: 181.23 g mol⁻¹
**Energy relative to the best compared isomer or geometry (same formula, charge and spin)**: 15.0 kcal per mole
**HOMO energy (alpha / beta)**: -14.38 / -14.38 eV
**F_max**: 0.116 hartree/bohr
**Expectation value of S²**: 0.756

Löwdin population analysis, charges in e, atoms 1 to 6: atom 1 (H): 0.04, atom 2 (H): 0.03, atom 3 (H): 0.14, atom 4 (O): -0.05, atom 5 (H): 0.13, atom 6 (H): 0.03

***

C4H23O8 | ωB97M-V/def2-TZVPD

The geometry in XYZ format:
```
35
Properties=species:S:1:pos:R:3:forces:R:3
H 2.189140 -0.146292 -2.059192 1.5 2.0 0.2
H 2.576450 1.166460 -0.384831 1.3 0.5 -1.8
H 1.228341 2.106405 0.910412 -1.4 1.9 0.3
C -2.702073 -0.523196 -0.931910 8.0 1.1 -0.4
H -0.310832 -2.484015 -0.354010 1.3 -1.4 1.2
O 3.318681 1.047597 -1.259395 2.0 -1.7 3.9
H -1.589872 -1.622658 0.703541 -0.7 0.5 -0.2
O 2.525793 -0.298430 3.175333 1.0 0.6 -0.8
H -1.092797 -2.215102 2.832483 -0.3 0.3 1.0
H 1.752028 2.146701 -2.813112 -0.6 -0.2 -0.6
H -3.637294 -0.830491 -0.967901 -4.2 -1.7 0.0
O 0.349305 -2.820053 0.339605 -1.1 1.0 -1.9
C -2.460575 0.842664 -1.638879 1.8 -1.5 -0.2
H 0.795676 -0.281972 -1.189545 2.3 -0.5 -1.0
H -1.936677 -1.241138 -1.354457 -1.7 0.4 -1.1
H -3.206437 1.538970 -1.404731 -1.0 1.2 0.3
H 1.677511 -0.570479 2.820916 -0.3 -0.2 -0.1
O 1.006112 2.119979 -3.459142 -1.9 -2.7 2.3
C -0.916004 0.360631 0.859632 2.6 -0.7 1.9
O 1.494439 -0.701045 -1.796883 -4.2 -1.9 0.9
H 4.061830 0.499310 -0.685791 -2.7 2.1 -2.5
H -0.857855 1.268082 0.284131 0.1 0.3 -0.5
H -0.998451 0.803685 1.946150 -0.5 -0.9 -1.6
H 2.958768 0.170914 2.414377 -0.8 -0.5 1.0
C -2.000074 -0.624734 0.465987 -2.0 1.6 1.7
H -1.014645 -0.771138 2.826833 -0.3 -0.2 1.0
H -1.469860 1.208052 -1.335972 -0.6 0.2 0.2
H -2.730372 -0.341354 1.227899 -0.6 -0.8 0.1
O 1.829846 1.439217 0.718009 2.1 -2.3 0.7
H 0.371290 1.356223 -3.020466 2.6 2.8 -1.7
O -1.304783 -1.473790 3.453515 0.7 -0.3 -1.8
H -2.279344 0.811203 -2.717867 -0.8 -0.4 -0.1
O 0.337453 -0.392662 0.846377 -0.1 1.8 1.0
H 0.763194 -1.910863 0.414071 -0.3 -1.0 0.5
H 1.272086 0.363320 1.134814 -1.6 0.6 -2.1
```
Positions in Å, forces in eV/Å.

**Calculated total energy**: -768.05825 Eh
**Total charge**: -1
**Lowest unoccupied orbital energy**: 3.1 eV
**M**: 199.22 g mol⁻¹
**Energy relative to the best compared isomer or geometry (same formula, charge and spin)**: 56.0 kcal per mole
**HOMO energy**: -6.07 eV
**F_max**: 0.158 hartree/bohr

Löwdin population analysis, charges in e, atoms 1 to 6: atom 1 (H): -0.06, atom 2 (H): 0.01, atom 3 (H): -0.01, atom 4 (C): -0.17, atom 5 (H): 0.04, atom 6 (O): -0.29